No. 1
Molecular formula: C27H72F9N10O27S3
Method: DFT, ωB97M-V/def2-TZVPD

Properties
E, Eh: -5743.73580
Net charge: -1
LUMO level, eV: -0.16
Gap between HOMO and LUMO, eV: 4.3559

Last column: Mulliken charge in e.
Element x y z (Å)
1 C 13.75346 18.35084 17.14807  -1.23
2 C 13.89792 18.62537 15.64245  0.85
3 C 15.30910 18.48924 14.98974  -0.98
4 O 15.36290 18.77238 13.57891  -0.14
5 C 16.57280 18.93480 12.90730  -0.87
6 N 12.91524 17.62526 14.91099  1.28
7 H 12.51658 17.92221 14.03178  0.43
8 H 13.38552 16.73278 14.86214  -0.40
9 H 12.09544 17.58448 15.49953  -0.35
10 H 13.72640 17.26970 17.28417  0.06
11 H 12.83774 18.70244 17.62337  0.32
12 H 14.61372 18.66180 17.74084  0.44
13 H 13.55794 19.65778 15.56092  0.26
14 H 15.79498 17.52630 15.14722  0.39
15 H 15.93740 19.16418 15.57094  0.47
16 H 16.54774 19.27780 11.87298  0.21
17 H 17.16690 18.02326 12.84235  0.31
18 H 17.09411 19.71492 13.46205  0.40
19 C 12.81094 15.92496 10.11304  -0.56
20 C 13.80886 17.10424 9.98444  0.89
21 C 15.07210 16.70738 9.14130  -0.98
22 O 15.92620 17.84126 9.04491  -0.38
23 C 17.11142 17.46226 8.35866  -0.82
24 N 13.08234 18.26602 9.33947  -0.08
25 H 12.48446 18.75456 9.99061  0.21
26 H 13.69918 18.95429 8.93218  0.40
27 H 12.42536 17.98530 8.62556  0.41
28 H 11.97828 16.14438 10.78135  0.09
29 H 13.40952 15.21558 10.68450  -0.15
30 H 12.56710 15.45226 9.16163  0.39
31 H 14.17314 17.38840 10.97169  -0.27
32 H 14.79780 16.28806 8.17330  0.42
33 H 15.61248 15.85914 9.56153  0.50
34 H 16.99736 16.62959 7.66456  0.36
35 H 17.86863 17.21339 9.10217  0.29
36 H 17.53780 18.31238 7.82611  0.28
37 C 10.79996 11.21388 18.18367  0.00
38 C 9.47937 10.45309 18.23826  -0.14
39 C 9.42788 9.56378 16.96606  -0.60
40 O 8.19227 8.89582 16.78810  -0.44
41 C 8.21510 7.69842 15.97821  -0.81
42 N 9.41142 9.67449 19.51814  -0.06
43 H 8.69498 8.98036 19.36008  0.37
44 H 10.26206 9.14749 19.65533  0.33
45 H 9.11530 10.18074 20.34040  0.37
46 H 11.61670 10.49816 18.09004  0.04
47 H 10.95520 11.85316 19.05276  0.07
48 H 10.88148 11.82390 17.28403  -0.48
49 H 8.69450 11.19886 18.36441  0.37
50 H 10.22676 8.82292 16.93397  0.56
51 H 9.44406 10.14873 16.04645  0.32
52 H 7.23626 7.30356 15.70614  0.30
53 H 8.57572 6.95812 16.69235  0.35
54 H 8.76414 7.56394 15.04624  0.34
55 C 12.16562 14.22638 21.77516  -1.46
56 C 13.26186 13.62562 20.83363  0.85
57 C 13.35794 12.11366 20.96442  -0.98
58 O 14.25744 11.59740 20.08840  -0.12
59 C 14.27680 10.19070 20.03046  -0.68
60 N 13.03224 14.00078 19.33281  1.40
61 H 13.41702 13.38200 18.63341  0.11
62 H 12.03292 13.98120 19.18764  -0.11
63 H 13.34964 14.91690 19.04982  -0.17
64 H 12.25580 14.06152 22.84884  0.41
65 H 11.25664 13.70480 21.47551  0.34
66 H 11.93684 15.28350 21.64006  0.33
67 H 14.22956 13.99650 21.17141  0.23
68 H 12.34664 11.71452 20.88641  0.21
69 H 13.64116 11.73372 21.94602  0.56
70 H 13.29438 9.81854 19.73987  0.09
71 H 14.53202 9.61652 20.92113  0.35
72 H 14.90296 9.84406 19.20836  0.25
73 C 18.45964 13.13894 13.26855  -1.47
74 C 17.34365 12.29360 13.98477  0.12
75 C 17.55660 12.25638 15.55665  -0.21
76 O 17.52240 13.63036 16.00197  -0.20
77 C 17.78249 13.79478 17.35059  -0.89
78 N 15.95178 12.76344 13.62218  1.28
79 H 15.75826 13.66390 14.03668  -0.05
80 H 15.86630 12.88270 12.62289  -0.05
81 H 15.19578 12.14254 13.87329  -0.28
82 H 18.35031 14.17110 13.60144  0.34
83 H 18.43296 13.25340 12.18491  0.36
84 H 19.48141 12.83738 13.49906  0.40
85 H 17.26730 11.25990 13.64752  0.52
86 H 18.37821 11.58278 15.80023  0.56
87 H 16.71148 11.81394 16.08402  -0.04
88 H 17.31300 13.04244 17.98434  0.30
89 H 17.23774 14.70186 17.61245  0.25
90 H 18.85892 13.81114 17.52124  0.28
91 C 7.49368 12.80792 14.28761  -1.47
92 C 8.52945 13.94492 14.09139  0.61
93 C 9.98822 13.54044 14.15125  0.45
94 O 10.25841 12.56788 13.09012  -0.55
95 C 11.54152 12.74090 12.36177  -0.37
96 N 8.24332 14.77052 12.74171  -0.05
97 H 8.76003 15.63476 12.66291  0.24
98 H 8.53504 14.26348 11.91836  0.39
99 H 7.25892 14.98222 12.66262  0.45
100 H 7.34212 12.59962 15.34673  0.21
101 H 7.86260 11.84820 13.92577  0.29
102 H 6.49380 12.96276 13.88217  0.42
103 H 8.22327 14.69632 14.81923  -0.01
104 H 10.25314 13.03670 15.08086  -0.27
105 H 10.47172 14.50810 14.01721  0.32
106 H 11.47216 13.50362 11.58618  0.09
107 H 11.77410 11.82646 11.81607  0.39
108 H 12.28584 13.08420 13.08026  0.12
109 C 9.26322 16.44649 17.19739  0.38
110 F 8.15936 17.12196 17.17150  -0.21
111 F 9.55030 15.97260 15.90337  -0.25
112 F 10.28290 17.17600 17.70885  -0.16
113 S 9.03772 14.83178 18.35938  1.24
114 O 10.45566 14.59520 18.71492  -0.90
115 O 8.31721 15.42096 19.45229  -0.75
116 O 8.27166 13.84014 17.59443  -0.68
117 C 13.62836 9.22709 16.02292  0.38
118 F 13.72578 10.34418 16.66040  -0.11
119 F 14.04882 8.18678 16.74399  -0.27
120 F 12.32514 9.02106 15.88821  -0.28
121 S 14.52074 9.43376 14.28589  1.17
122 O 14.18534 8.20870 13.52454  -0.72
123 O 14.00222 10.61430 13.60854  -0.61
124 O 15.94230 9.51334 14.57033  -0.72
125 C 15.45176 17.25194 22.13314  0.48
126 F 15.61924 15.95120 22.24108  -0.22
127 F 14.48520 17.63798 22.99368  -0.26
128 F 16.50256 17.91977 22.51841  -0.22
129 S 14.96176 17.69874 20.33155  1.20
130 O 14.45044 19.06634 20.37884  -0.65
131 O 16.10796 17.45976 19.49519  -0.66
132 O 13.84554 16.76494 20.11858  -0.72
133 N 13.75200 14.56662 15.94811  1.33
134 O 14.14310 14.94990 14.86188  -1.64
135 O 12.68520 15.04234 16.30185  -0.50
136 O 14.26454 13.64812 16.52320  -0.71
137 N 10.52678 18.02414 11.75943  0.91
138 O 10.04026 18.77884 10.92400  -0.74
139 O 9.89522 17.08246 12.16535  -0.84
140 O 11.64072 18.22688 12.23034  -0.78
141 N 15.23140 12.39646 10.21151  1.06
142 O 14.66794 13.23792 10.85713  -0.60
143 O 14.70164 11.87996 9.24298  -0.74
144 O 16.27657 11.94270 10.56471  -0.70
145 N 10.23152 20.28282 16.25984  0.93
146 O 9.14216 20.74472 16.08477  -0.71
147 O 10.94876 20.87435 17.03815  -0.67
148 O 10.65826 19.43338 15.45970  -0.52

=====

No. 2
Molecular formula: C27H72O9
Method: DFT, ωB97M-V/def2-TZVPD

Properties
Energy above the lowest of the compared OMol25 structures with the same formula, charge and spin, kJ/mol: 127.45
E, Eh: -1749.03958
SMILES: CC(C)O.CC(C)O.CC(C)O.CC(C)O.CC(C)O.CC(C)O.CC(C)O.CC(C)O.CC(C)O
Net charge: 0
LUMO level, eV: 0.58
Gap between HOMO and LUMO, eV: 10.2865

Last column: Mulliken charge in e.
Element x y z (Å)
1 C -4.53296 -2.45308 3.37052  -1.44
2 C -3.21717 -2.40980 2.58842  0.61
3 C -2.90267 -3.81242 2.10013  -1.02
4 O -3.37081 -1.52032 1.46661  -0.53
5 H -5.38242 -2.60004 2.70131  0.27
6 H -4.69917 -1.60005 4.02835  0.37
7 H -4.55167 -3.32339 4.04062  0.39
8 H -2.46484 -1.94731 3.22512  0.35
9 H -3.75629 -4.20676 1.55122  0.34
10 H -2.69390 -4.46401 2.95745  0.49
11 H -1.97474 -3.90594 1.53530  -0.07
12 H -3.71252 -2.02578 0.71438  0.19
13 C -6.14915 -1.25486 -0.67127  -1.51
14 C -5.25709 -1.95373 -1.67012  0.51
15 C -4.51531 -0.96281 -2.53726  -1.11
16 O -4.31707 -2.76878 -0.93545  -0.54
17 H -6.79269 -0.55595 -1.20898  0.42
18 H -5.55311 -0.68826 0.04749  0.31
19 H -6.79660 -1.94199 -0.12710  0.37
20 H -5.89774 -2.60250 -2.27650  0.36
21 H -3.85291 -1.49452 -3.22844  0.32
22 H -3.92516 -0.26739 -1.94021  0.04
23 H -5.20108 -0.37490 -3.15190  0.49
24 H -3.94099 -3.37831 -1.57917  0.25
25 C 0.57189 -3.83395 -3.05521  -0.97
26 C -0.15114 -4.81299 -2.14129  0.26
27 C -0.85689 -4.08097 -1.01070  -0.48
28 O -1.18562 -5.48199 -2.89765  -0.55
29 H -0.07829 -3.01228 -3.34925  0.21
30 H 0.93525 -4.33214 -3.95840  0.37
31 H 1.46491 -3.43581 -2.56271  0.13
32 H 0.52977 -5.54091 -1.69502  0.35
33 H -0.12561 -3.58405 -0.36575  0.32
34 H -1.40095 -4.81535 -0.41868  0.36
35 H -1.49780 -3.26737 -1.35194  -0.41
36 H -0.80979 -6.27651 -3.28555  0.33
37 C 6.21782 3.13984 -0.17850  -1.39
38 C 4.94655 3.06719 -0.99797  0.72
39 C 3.70723 3.35470 -0.16156  -0.59
40 O 4.95567 4.03619 -2.05762  -0.56
41 H 6.42078 4.16810 0.13427  0.40
42 H 7.07593 2.76747 -0.74493  0.39
43 H 6.17661 2.56875 0.75194  0.30
44 H 4.81851 2.07402 -1.44738  0.02
45 H 2.79731 3.07860 -0.69395  0.19
46 H 3.69562 4.39825 0.14134  0.41
47 H 3.73931 2.65927 0.68181  -0.14
48 H 5.80799 4.04440 -2.49952  0.30
49 C 3.10006 0.64824 5.93842  -1.51
50 C 2.59294 0.80183 4.50986  0.64
51 C 3.50717 1.68858 3.67474  -0.69
52 O 2.55203 -0.47106 3.84840  -0.47
53 H 4.00372 0.02672 5.92464  0.34
54 H 2.37465 0.11637 6.55271  0.38
55 H 3.40450 1.60065 6.37140  0.37
56 H 1.59559 1.25341 4.58375  0.17
57 H 4.54208 1.38069 3.82509  0.41
58 H 3.36987 2.72704 3.98183  0.45
59 H 3.22559 1.60691 2.62709  -0.40
60 H 1.69770 -0.88776 3.98090  0.27
61 C -0.53335 4.08115 2.92322  -1.07
62 C -0.72298 5.53527 2.56697  0.53
63 C -0.36205 5.78903 1.10872  -1.22
64 O -2.10315 5.91396 2.70559  -0.58
65 H -1.30069 3.40817 2.55571  0.35
66 H -0.38980 3.96295 4.00571  0.44
67 H 0.45508 3.74625 2.57685  0.11
68 H -0.10773 6.15802 3.22486  0.20
69 H 0.72403 5.77852 1.00535  0.30
70 H -0.72697 6.75318 0.76147  0.36
71 H -0.79929 4.99216 0.50653  0.27
72 H -2.36480 5.77410 3.62044  0.32
73 C -1.28689 -0.14403 -1.10917  -1.23
74 C -0.09694 -0.43714 -0.20205  1.77
75 C 0.56642 0.79143 0.37123  -1.16
76 O -0.54598 -1.26538 0.88687  -0.34
77 H -1.86447 -1.05269 -1.30214  -0.19
78 H -0.95627 0.15891 -2.10018  0.41
79 H -1.93828 0.57092 -0.60017  0.55
80 H 0.60683 -1.04438 -0.77978  -0.23
81 H 1.38278 0.48742 1.03152  0.05
82 H -0.16409 1.40756 0.89184  0.13
83 H 1.09237 1.34733 -0.41408  0.21
84 H -1.50964 -1.21361 0.94196  0.15
85 C 2.99726 -2.34116 0.05503  -0.47
86 C 4.50691 -2.46732 0.12245  0.15
87 C 5.12557 -1.10368 0.36326  -1.09
88 O 4.86812 -3.40001 1.15318  -0.61
89 H 2.47212 -3.29353 0.04202  0.20
90 H 2.73433 -1.77297 -0.84338  0.21
91 H 2.65139 -1.77314 0.92292  0.09
92 H 4.88197 -2.88294 -0.81495  0.36
93 H 6.18694 -1.13220 0.60737  0.41
94 H 4.60488 -0.57457 1.17050  0.13
95 H 4.98715 -0.47940 -0.52539  0.28
96 H 5.01501 -2.91653 1.97162  0.33
97 C -2.98595 1.51857 -6.25217  -1.29
98 C -1.69009 1.61146 -5.47090  0.40
99 C -1.95451 1.90518 -4.00685  -0.49
100 O -0.98098 0.37122 -5.59382  -0.55
101 H -3.59473 2.42451 -6.22215  0.37
102 H -3.58499 0.70139 -5.83279  0.26
103 H -2.83023 1.29108 -7.30860  0.34
104 H -1.02890 2.36228 -5.90163  0.31
105 H -2.63389 1.17908 -3.55464  -0.26
106 H -2.44634 2.87632 -3.89739  0.47
107 H -1.01145 1.89447 -3.46592  0.21
108 H -1.60666 -0.35840 -5.55014  0.33

=====

Among the records above, which one has the lowest LUMO level?
C27H72F9N10O27S3